17
Properties=species:S:1:pos:R:3:mulliken_charge:R:1 method="wB97M-V/def2-TZVPD" gap_ev=11.3 de_lowest_kcal_mol=52.0 max_force_ev_per_a=5.2 e_tot_ha=-305.36987 e_homo_ha=-0.526 charge=+1 e_lumo_ev=-3.057
C 1.327 1.004 1.922 -0.98
C 1.203 1.053 0.484 0.70
O 0.237 0.605 -0.194 -0.73
N 1.978 1.853 -0.280 -0.40
H 2.157 1.105 2.528 0.40
H 0.929 0.039 2.486 0.27
H 1.861 1.967 -1.295 0.22
H 2.850 2.368 0.031 0.25
H 0.538 1.674 2.229 0.30
C -2.100 -1.936 -0.757 -0.68
N -1.050 -1.040 -1.256 -0.29
H -0.555 -1.246 -2.077 0.31
H -0.274 -0.862 -0.462 0.37
H -1.522 -0.131 -1.419 0.39
H -3.078 -1.558 -1.439 0.28
H -2.307 -1.893 0.382 0.26
H -2.195 -3.003 -0.884 0.34

=====

41
Properties=species:S:1:pos:R:3:mulliken_charge:R:1 method="wB97M-V/def2-TZVPD" gap_ev=11.3 de_lowest_kcal_mol=85.1 max_force_ev_per_a=6.9 e_tot_ha=-804.73790 e_homo_ha=-0.628 charge=+2 e_lumo_ev=-5.789
C 2.047 0.025 -0.571 -1.17
C 1.204 1.338 -0.759 -0.11
C 0.743 2.064 0.470 -0.46
C -0.131 1.271 1.364 -0.47
N -0.226 1.448 2.839 -0.08
N 0.129 1.131 -1.712 0.00
H 2.947 0.222 -0.007 0.41
H 1.499 -0.610 0.095 0.27
H 2.383 -0.593 -1.533 0.32
H 1.986 2.045 -1.270 0.29
H 0.127 3.090 0.118 0.26
H 1.770 2.442 0.992 0.35
H -1.154 1.348 0.958 0.27
H 0.225 0.197 1.143 -0.04
H 0.574 2.223 3.027 0.45
H -1.236 1.897 2.891 0.47
H -0.173 0.608 3.333 0.29
H 0.348 0.578 -2.503 0.34
H -0.235 1.907 -2.225 0.46
H -0.437 0.523 -1.208 0.18
H -3.953 -2.227 -0.197 0.35
H -4.258 -0.699 -0.746 0.35
O -3.461 -1.273 -0.325 -0.72
H 0.740 1.119 -4.652 0.29
H 0.510 -0.410 -5.123 0.29
O 0.289 0.315 -4.532 -0.61
H -2.031 -0.925 -0.812 0.33
H -0.816 -1.788 -0.373 0.25
O -1.043 -0.862 -0.780 -0.62
H 1.923 -3.963 2.180 0.31
H 1.213 -5.298 1.472 0.31
O 1.241 -4.348 1.651 -0.66
H 3.302 2.123 3.778 0.35
H 2.985 0.576 3.570 0.31
O 2.550 1.407 3.746 -0.63
H 0.036 -2.919 1.818 0.35
H -1.103 -2.546 2.663 0.32
O -0.656 -2.244 1.819 -0.61
H -2.464 0.943 -2.282 0.25
H -2.410 0.701 -3.879 0.33
O -2.020 1.154 -3.097 -0.59

=====

56
Properties=species:S:1:pos:R:3:mulliken_charge:R:1 method="wB97M-V/def2-TZVPD" gap_ev="8.8 / 4.5" max_force_ev_per_a=3.2 e_tot_ha=-1319.49303 e_homo_ha="-0.599 / -0.599" charge=+2 spin_multiplicity=2 e_lumo_ev="-7.487 / -11.793"
O -0.068 3.877 1.937 -0.46
C -0.616 3.549 2.967 -0.05
C -0.891 2.172 3.321 -0.63
C 0.057 1.042 2.820 -0.42
C 0.138 0.748 1.418 -0.12
C -0.092 -0.376 0.689 -0.29
N 0.082 -0.222 -0.731 0.39
H -0.979 4.330 3.651 0.43
H -0.750 2.073 4.405 0.36
H -1.959 1.987 2.982 0.35
H 1.161 1.345 3.047 0.35
H -0.176 0.082 3.348 0.14
H 0.397 1.627 0.827 0.37
H -0.218 -1.421 0.982 0.83
H 0.618 -0.999 -1.224 0.41
H 0.647 0.538 -1.190 0.28
H -0.842 -0.069 -1.218 0.30
H 2.341 -2.046 -1.927 0.28
H 2.936 -2.345 -0.672 0.36
O 2.005 -2.122 -1.002 -0.77
H 0.654 -3.087 -0.248 0.38
H 0.631 -4.224 0.714 0.32
O 0.031 -3.603 0.280 -0.59
H -2.007 2.326 -1.127 0.37
H -3.203 1.360 -0.637 0.26
O -2.425 1.432 -1.202 -0.62
H -3.187 -3.205 0.530 0.34
H -2.640 -1.838 1.088 0.29
O -3.416 -2.393 0.993 -0.62
H 2.157 -2.363 2.820 0.32
H 1.066 -1.475 3.356 0.18
O 1.941 -1.806 3.578 -0.56
H -4.238 -1.032 -4.322 0.29
H -4.272 -0.590 -2.960 0.28
O -3.657 -0.556 -3.709 -0.66
H 2.448 -1.851 -4.238 0.29
H 3.901 -1.417 -4.542 0.29
O 3.267 -1.550 -3.825 -0.63
H 1.673 1.637 -2.850 0.32
H 1.467 0.545 -3.892 0.31
O 1.764 0.670 -2.984 -0.59
H 4.984 -2.818 0.141 0.32
H 4.682 -1.251 0.298 0.31
O 4.473 -2.061 -0.174 -0.63
H -2.785 4.121 -0.824 0.32
H -1.351 4.434 -0.276 0.31
O -1.843 3.962 -0.960 -0.65
H 0.195 -2.333 5.577 0.33
H -1.213 -2.095 5.871 0.32
O -0.658 -2.335 5.116 -0.63
H 0.866 3.685 -1.574 0.26
H 1.013 4.169 -3.010 0.30
O 1.014 3.355 -2.468 -0.59
H -2.234 -0.196 -2.580 0.40
H -1.488 -0.672 -3.677 0.29
O -1.404 -0.714 -2.714 -0.70